[1]
Computed, not measured: 3 unconnected molecules or ions with the total composition C3H9N3O in a non-equilibrium geometry, with ωB97M-V/def2-TZVPD.

Computed properties:
E_HOMO: -9.05 eV
Kohn-Sham gap: 9.48 eV
Total energy: -9770.50298 eV
LUMO energy: 0.435 eV
ΔE to the lowest compared entry with this formula, charge and spin: 116.1 kcal per mole

Last column: Mulliken charge in e.
Cartesian coordinates (Å):
O 1.108 -1.170 -0.672  -0.53
N 1.750 1.039 -0.949  -0.71
N -0.469 0.520 -0.257  -0.44
N 1.426 0.159 1.202  -0.58
C 0.950 0.129 -0.161  0.70
C -1.949 -1.418 0.333  -0.74
C -1.447 -0.224 0.087  0.28
H 1.532 0.893 -1.928  0.24
H 1.530 1.107 1.541  0.23
H -2.650 -1.624 1.125  0.27
H -1.861 1.417 -0.566  0.14
H 1.531 2.001 -0.715  0.25
H -2.546 1.193 -0.007  0.01
H 0.806 -0.368 1.806  0.25
H 2.027 -1.417 -0.499  0.36
H -1.740 -2.237 -0.340  0.26


[2]
Computed, not measured: 2 unconnected molecules or ions with the total composition C28H29NO in a non-equilibrium geometry, with ωB97M-V/def2-TZVPD.

Computed properties:
E_HOMO: -5.28 eV
Kohn-Sham gap: 3.77 eV
Total energy: -33041.76648 eV
LUMO energy: -1.511 eV

Last column: Mulliken charge in e.
Cartesian coordinates (Å):
O 2.240 1.580 4.228  -0.90
N 4.177 -0.104 0.447  0.28
C 3.564 0.744 1.264  -0.21
C 1.223 4.188 0.001  -0.27
C 2.799 1.858 0.842  -0.80
C 0.745 5.344 -0.615  -0.76
C 2.789 3.048 1.539  0.14
C 1.791 5.446 5.738  -0.66
C 4.535 0.258 -0.921  -0.56
C 1.403 -0.981 3.583  -0.31
C 1.017 1.463 3.980  1.05
C -0.400 6.138 4.966  -0.44
C 0.363 3.837 4.558  1.00
C 1.575 4.172 5.228  -0.33
C 2.266 6.684 0.722  -0.62
C 0.515 0.107 3.549  0.32
C 4.329 -0.903 -1.895  -0.71
C 1.265 6.597 -0.260  -0.35
C 0.090 2.551 4.019  -1.10
C -0.781 -0.123 3.051  -0.36
C -1.165 -1.384 2.581  -0.69
C -0.251 -2.444 2.583  -0.44
C 0.811 6.444 5.606  -0.45
C -0.633 4.862 4.464  -0.69
C 1.040 -2.234 3.083  -0.59
C 4.820 -1.311 0.980  -0.67
C 2.730 5.535 1.359  -0.30
C 2.225 4.261 1.002  0.70
C 5.002 -2.187 -1.412  -0.69
C 4.672 -2.514 0.044  -0.65
H -0.923 2.399 3.651  -0.09
H 3.644 -2.889 0.118  0.33
H -0.032 5.259 -1.376  0.38
H 4.737 -0.627 -2.877  0.33
H 5.895 -1.114 1.150  0.30
H 6.088 -2.077 -1.516  0.32
H 3.941 1.119 -1.230  0.35
H -2.182 -1.532 2.210  0.37
H -1.584 4.605 3.999  0.30
H 0.841 3.215 -0.301  0.41
H -1.496 0.699 3.024  0.32
H 3.297 3.102 2.505  0.21
H 0.989 7.446 6.009  0.36
H 3.528 5.583 2.102  0.37
H -1.173 6.904 4.870  0.35
H 5.603 0.547 -0.956  0.30
H 0.890 7.503 -0.748  0.37
H -0.540 -3.426 2.202  0.37
H 2.402 -0.834 3.997  0.53
H 3.255 -1.068 -2.029  0.33
H 4.357 -1.548 1.948  0.38
H 2.729 5.662 6.253  0.35
H 2.692 7.654 0.981  0.38
H 3.667 0.567 2.342  0.64
H 1.771 -3.044 3.098  0.41
H 2.206 1.764 -0.073  0.29
H 5.334 -3.319 0.390  0.35
H 2.329 3.392 5.330  0.41
H 4.695 -3.022 -2.048  0.33


[3]
Computed, not measured: 9 unconnected molecules or ions with the total composition C12H42N10O9 in a non-equilibrium geometry, with ωB97M-V/def2-TZVPD.

Computed properties:
E_HOMO: -9.44 eV
Kohn-Sham gap: 9.35 eV
SMILES: NC(N)=O.NC(N)=O.NC(N)=O.NC(N)=O.NC(N)=O.CCO.CCO.CCO.CO
Total energy: -46451.30787 eV
LUMO energy: -0.089 eV
ΔE to the lowest compared entry with this formula, charge and spin: 150.1 kcal per mole

Last column: Mulliken charge in e.
Cartesian coordinates (Å):
O 0.145 0.212 5.387  -0.78
O -2.492 5.131 -1.805  -0.77
O 2.041 0.883 -4.629  -0.78
O 2.684 -2.631 0.794  -0.76
O -0.505 -4.153 1.495  -0.64
O 2.274 -5.445 -3.009  -0.55
O -1.166 2.384 1.585  -0.19
O -0.321 -0.729 -0.799  0.32
O 1.785 2.879 1.421  -0.86
N 1.138 1.369 3.674  -0.28
N 2.415 -0.579 2.057  -0.12
N -0.271 5.089 -1.424  -0.27
N -0.483 0.157 3.135  -0.13
N -1.299 3.185 -1.188  0.09
N 1.121 -0.585 -3.187  -0.06
N 1.063 1.837 -0.521  0.06
N 0.687 -1.620 1.533  -0.23
N 1.999 3.738 -0.704  -0.36
N 0.087 1.411 -3.443  -0.29
C 1.970 -1.614 1.459  0.41
C -1.721 -0.572 -0.688  0.35
C 0.250 0.552 4.085  0.19
C -2.553 2.374 1.786  -0.49
C -1.398 4.449 -1.502  0.53
C -2.181 -2.011 -0.766  -1.87
C 1.633 2.816 0.070  -0.05
C 1.968 -4.284 -2.340  -0.45
C 1.083 0.582 -3.729  0.55
C -0.642 -5.016 0.426  -0.63
C -2.626 2.847 3.229  -1.18
C 0.466 -3.995 -2.565  -0.20
H -0.521 1.150 -2.687  0.19
H -2.073 -0.108 0.254  -0.36
H 2.654 -3.511 -2.643  0.29
H -0.009 -1.100 0.042  -0.23
H 2.000 -1.121 -3.147  0.19
H 0.620 4.617 -1.160  0.36
H -2.156 2.689 -0.960  0.17
H 2.318 -5.201 -3.941  0.34
H -1.751 -2.478 -1.514  0.52
H 0.570 -0.797 -2.335  0.19
H 1.054 1.803 -1.548  0.19
H -0.816 0.946 2.552  0.08
H -1.408 -4.789 -0.303  0.24
H 1.914 0.011 2.708  0.16
H 0.067 2.325 -3.801  0.16
H 2.459 4.616 -0.275  0.37
H -2.307 2.199 4.034  0.32
H -0.872 3.283 1.706  0.15
H -3.237 -2.115 -0.972  0.49
H -3.773 2.894 3.354  0.35
H 0.346 -3.656 -3.619  0.50
H -2.147 3.768 3.370  0.40
H 0.347 -5.040 -0.007  0.19
H 0.985 0.937 -0.041  -0.24
H -3.180 2.945 1.046  0.39
H 1.859 1.474 4.356  0.21
H 2.350 3.521 -1.680  0.29
H 2.187 -4.349 -1.271  0.13
H 0.199 -2.547 1.356  0.30
H -0.317 6.045 -1.788  0.20
H 0.156 -4.488 2.125  0.30
H -2.054 0.023 -1.522  0.60
H 1.267 1.830 2.768  0.33
H 0.218 -3.221 -1.865  -0.37
H -0.430 2.867 -0.805  -0.02
H -2.846 1.305 1.735  0.20
H -0.184 -4.841 -2.256  0.26
H -1.224 -0.463 3.510  0.31
H 0.174 -0.992 2.175  0.34
H -0.945 -5.968 0.926  0.37
H 3.428 -0.537 2.141  0.27
H -2.048 -2.604 0.140  0.30


[4]
Computed, not measured: a gas-phase ion, C3H5ClO3PS (charge -1) in a non-equilibrium geometry, with ωB97M-V/def2-TZVPD.

Computed properties:
E_HOMO: -4.44 eV
Kohn-Sham gap: 7.70 eV
SMILES: CP(OCCl)SC(=O)[O-]
Total energy: -41982.57756 eV
LUMO energy: 3.256 eV
ΔE to the lowest compared entry with this formula, charge and spin: 19.0 kcal per mole
Charge: -1

Last column: Mulliken charge in e.
Cartesian coordinates (Å):
Cl 1.054 -1.292 -2.828  -0.25
S 0.275 2.586 0.987  -0.47
P -0.718 0.801 -0.322  0.11
O 0.663 2.522 -1.663  -0.62
O 0.616 -0.153 -0.478  -0.14
O 2.245 3.750 -0.571  -0.61
C 1.286 3.043 -0.753  0.69
C -1.126 -0.289 1.134  -1.16
C 1.514 -0.237 -1.489  -0.14
H -0.119 -0.433 1.442  0.35
H -1.351 -1.231 0.756  0.41
H 1.632 0.781 -1.992  0.14
H -1.987 -0.014 1.683  0.38
H 2.602 -0.351 -1.055  0.31


[5]
Computed, not measured: a molecular structure, C7H20N2O12Zr in a non-equilibrium geometry, with ωB97M-V/def2-TZVPD.

Computed properties:
E_HOMO: -11.44 eV
Kohn-Sham gap: 3.83 eV
Total energy: -36400.86200 eV
LUMO energy: -7.610 eV
ΔE to the lowest compared entry with this formula, charge and spin: 36.9 kcal per mole
Charge: +2

Last column: Mulliken charge in e.
Cartesian coordinates (Å):
Zr 0.229 1.175 -0.401  1.88
O -1.037 1.930 -2.123  -0.35
O -0.337 -0.686 -1.370  -0.38
O 2.237 -0.182 2.674  -0.84
O -2.736 0.380 -0.386  -0.33
O 1.126 1.937 1.539  -0.31
O -0.704 0.061 1.264  -0.32
O 0.878 3.304 -0.792  -0.48
O -1.388 2.615 0.526  -0.42
O 1.617 1.021 -2.185  -0.44
O 3.303 -4.432 -0.353  -0.52
O 4.175 -4.413 2.305  -0.55
O 1.644 -0.169 0.195  -0.41
N -4.677 -0.510 0.449  -0.43
N -4.064 -0.943 -1.734  -0.36
C 2.161 -1.295 0.647  0.17
C 2.312 -2.389 -0.122  -0.26
C 3.521 -3.510 1.841  0.28
C 3.083 -3.513 0.389  0.06
C 3.145 -2.381 2.649  -0.71
C -3.801 -0.283 -0.569  0.59
C 2.557 -1.262 2.097  0.38
H 1.216 3.901 -0.106  0.29
H -1.691 2.851 1.412  0.30
H 0.993 3.783 -1.625  0.29
H -1.548 -0.401 1.366  0.23
H 2.050 -2.375 -1.176  0.50
H -5.581 -0.893 0.226  0.19
H -1.409 1.528 -2.921  0.26
H -0.605 -0.876 -2.278  0.28
H -1.412 2.824 -2.096  0.32
H -0.337 0.183 2.160  0.32
H 1.644 1.651 -2.919  0.29
H -4.561 0.018 1.295  0.24
H 2.448 0.518 -2.240  0.30
H -4.964 -1.376 -1.844  0.18
H 0.852 2.553 2.234  0.27
H 2.080 1.763 1.703  0.28
H 3.472 -2.255 3.669  0.46
H -3.380 -0.953 -2.462  0.17
H -0.331 -1.547 -0.910  0.32
H -2.183 2.651 -0.027  0.28